59
Properties=species:S:1:pos:R:3:forces:R:3 method="wB97M-V/def2-TZVPD" spin_multiplicity=1 e_tot_ev=-190017.08296 e_above_lowest_kcal_mol=18.96 e_homo_ha=-0.1210 fmax_ev_per_a=1.5 total_charge=-1
K -1.750 -1.558 0.227 -0.42 -0.28 0.08
C -0.194 -4.497 -0.581 0.11 -0.15 0.07
O -1.175 -3.635 -1.110 -0.02 -0.41 -0.28
C -0.940 -3.300 -2.454 -0.25 0.26 -0.37
C -2.189 -2.619 -2.983 0.26 -0.39 -0.05
O -2.379 -1.431 -2.265 -0.08 -0.21 -0.42
C -3.628 -0.840 -2.514 -0.18 0.23 -0.02
H -0.343 -5.524 -0.942 0.03 0.06 0.00
H -0.299 -4.474 0.501 0.07 -0.03 0.05
H 0.809 -4.160 -0.860 -0.01 -0.03 0.07
H -0.739 -4.200 -3.051 0.02 0.04 0.00
H -0.082 -2.613 -2.536 -0.01 -0.12 0.04
H -3.041 -3.295 -2.830 -0.03 0.02 -0.07
H -2.087 -2.415 -4.060 0.00 -0.03 0.08
H -3.736 -0.575 -3.573 0.00 0.03 0.04
H -3.674 0.058 -1.900 -0.09 0.05 -0.01
H -4.449 -1.510 -2.231 0.03 0.00 0.00
S -2.913 0.692 1.468 -0.90 0.24 -0.09
C -1.798 0.952 2.751 -0.04 -0.03 0.06
C -1.641 2.260 3.201 0.31 0.47 0.36
C -0.776 2.609 4.237 -0.04 -1.46 -0.22
C -0.611 3.954 4.590 0.13 1.32 0.28
N -0.474 5.071 4.839 -0.04 -0.12 0.02
C -0.058 1.583 4.896 -0.89 -0.04 -1.08
C -0.220 0.270 4.461 0.19 0.42 0.28
C -1.044 -0.079 3.391 0.10 0.10 0.15
S -1.064 -1.738 2.951 -0.05 -0.87 0.40
C 0.801 1.878 5.963 0.83 0.21 0.99
N 1.512 2.101 6.842 -0.07 -0.02 -0.09
H -2.223 3.040 2.721 0.07 -0.06 0.02
H 0.321 -0.526 4.958 -0.01 0.08 0.00
C 2.906 -2.350 -0.499 -0.10 0.00 -0.07
As 1.403 -1.162 0.055 0.79 -0.36 0.08
C 2.049 -0.896 1.870 0.16 0.01 0.24
C 2.063 0.520 -0.698 -0.04 0.12 -0.12
C 3.416 0.841 -0.659 0.31 -0.19 0.13
C 3.904 2.003 -1.226 0.07 0.03 0.00
C 3.024 2.890 -1.823 0.00 0.12 -0.03
C 1.672 2.607 -1.815 -0.11 0.29 -0.18
C 1.171 1.429 -1.272 0.22 -0.05 0.00
As -0.750 1.066 -1.274 -0.14 0.60 -0.29
C -1.068 1.495 -3.183 0.00 -0.07 -0.06
C -1.340 2.800 -0.593 -0.04 0.24 -0.01
H 3.886 -1.938 -0.254 -0.09 0.05 0.02
H 2.874 -2.555 -1.574 -0.05 0.04 0.10
H 2.798 -3.298 0.037 -0.03 0.11 -0.03
H 3.110 -0.637 1.890 -0.02 0.01 -0.12
H 1.875 -1.808 2.445 -0.06 0.15 -0.07
H 1.473 -0.094 2.331 -0.02 -0.06 0.03
H 4.118 0.176 -0.167 -0.05 -0.01 -0.05
H 4.963 2.225 -1.197 0.03 -0.03 0.03
H 3.388 3.802 -2.279 -0.01 0.02 0.04
H 0.987 3.332 -2.244 0.05 -0.06 0.00
H -0.553 2.407 -3.489 -0.03 -0.01 0.05
H -2.140 1.637 -3.333 0.03 -0.02 0.03
H -0.735 0.676 -3.823 -0.01 -0.01 0.07
H -0.951 3.639 -1.172 0.08 -0.05 -0.07
H -1.024 2.899 0.445 -0.06 -0.06 -0.02
H -2.432 2.821 -0.611 0.13 -0.07 0.06